[1]
Molecular formula: C15H15HgN
Method: DFT, ωB97M-V with the def2-TZVPD basis set

The geometry in XYZ format:
```
32
Properties=species:S:1:pos:R:3:forces:R:3
C -0.92395 1.26540 -4.08259 0.5737 0.3092 0.2637
C 0.46821 1.05001 -4.32210 -0.3761 0.4988 0.6545
C 1.19881 1.70269 -3.28612 -0.7773 0.0738 -0.0680
C 0.25833 2.32830 -2.41109 -0.0650 -0.3551 -0.7139
C -1.04994 2.06083 -2.90659 0.5901 -0.1657 -0.2947
Hg 2.05942 0.97126 0.46324 1.6583 0.8234 -0.5377
N -1.38962 -1.04842 -0.44141 -1.2341 -1.1212 -0.4196
C -0.25394 -2.70887 -2.01029 0.9648 -0.4127 -0.6151
C 0.87105 -2.29883 -2.61577 -0.5768 -0.4923 0.0238
H 2.28263 1.72208 -3.17554 -0.2537 -0.0380 0.0188
H 0.89546 0.48867 -5.14804 -0.0280 -0.0043 0.0531
H 0.50311 2.91873 -1.52950 -0.0469 -0.1787 -0.1515
H -1.98140 2.41312 -2.46216 0.1714 -0.1303 -0.0751
H -1.74111 0.90872 -4.70839 0.1000 0.0095 0.1201
H 0.83615 -1.82742 -3.60272 0.0669 0.0379 0.4858
H -1.22771 -2.61243 -2.49214 0.3031 0.0562 0.1625
H -2.39220 -0.96663 -0.61387 0.7272 0.7720 0.1652
H 1.84796 -2.42402 -2.13815 -0.3482 0.1696 -0.1337
H -0.22666 -3.19920 -1.03598 -0.0523 0.2193 -0.2924
C -0.69913 -0.49541 0.39286 1.6970 1.5211 1.8480
C 0.24282 0.00017 1.19116 -3.4176 -1.7880 -0.3429
C 0.09939 -0.11605 2.63848 0.1287 -0.0855 -0.6137
C -1.07484 0.34057 3.29117 0.4952 0.1242 0.4168
C -1.09287 0.49900 4.67475 0.2620 -0.3969 -0.3057
C 0.01747 0.10368 5.43780 0.1645 0.0232 0.1778
C 1.14751 -0.44598 4.81337 -0.4540 -0.0556 -0.2783
C 1.17956 -0.58157 3.42695 -0.1608 0.2183 0.2256
H -1.92231 0.61773 2.66572 0.1842 0.1086 0.1872
H -1.96844 0.93282 5.15836 0.1279 -0.1591 -0.0192
H 0.00340 0.21470 6.52274 -0.0083 0.0319 -0.2000
H 2.00296 -0.78274 5.40051 -0.2121 0.0893 -0.0158
H 2.02986 -1.03088 2.90534 -0.2037 0.2971 0.2742
```
Positions in Å, forces in eV/Å.

Frontier orbital gap (Ha): 0.176
Lowest unoccupied orbital energy (eV): 5.255
Energy relative to the best compared isomer or geometry (same formula, charge and spin) (eV): 0.000
Net charge: -2


[2]
Molecular formula: C15H15IIrNO6
Method: DFT, ωB97M-V with the def2-TZVPD basis set

The geometry in XYZ format:
```
39
Properties=species:S:1:pos:R:3:forces:R:3
Ir 0.65922 -0.25398 -0.07181 -0.0297 0.3984 0.6705
O -2.37731 -2.04457 2.03542 -0.0539 -0.0008 -0.0740
C -1.83864 -1.16920 1.39607 0.0971 -0.0225 0.0915
O -1.02724 -1.39956 0.39364 0.0142 -0.1120 -0.2299
C -2.13721 0.29640 1.72755 0.0076 -0.0072 0.0002
C -2.27639 1.17662 0.48203 -0.0133 0.0142 0.0208
C -2.95654 2.49870 0.84479 -0.0051 -0.0007 0.0121
C -1.81201 3.24774 1.57709 0.0009 0.0019 -0.0020
C -0.69418 2.20629 1.54474 -0.0420 -0.0322 0.0134
O -0.91154 1.60456 0.23710 0.0030 0.0405 -0.0068
C -1.01292 1.05671 2.51614 0.0513 0.0437 -0.0505
C 0.20651 0.20950 2.89411 -0.1293 -0.1516 -0.0754
O 0.35619 -0.18940 4.02126 0.0244 0.0311 0.0115
O 1.07579 -0.00681 1.92085 0.1594 0.0038 0.0500
H -3.05853 0.28427 2.30527 0.0130 0.0080 0.0254
H -2.65330 0.66494 -0.39956 0.0087 0.0042 -0.0057
H -3.27504 3.03323 -0.04857 0.0112 0.0015 -0.0046
H -3.83020 2.33462 1.47365 -0.0055 0.0083 -0.0049
H -1.51202 4.13964 1.02911 -0.0030 0.0050 0.0067
H -2.06705 3.54037 2.59409 -0.0035 -0.0092 0.0050
H 0.32210 2.58724 1.60001 0.0032 -0.0001 -0.0185
H -1.40798 1.43813 3.45523 -0.0032 -0.0009 -0.0006
C 1.67533 2.11825 -2.05990 -0.0452 0.0374 0.0468
C 1.91624 1.14447 -0.94365 0.0145 -0.0762 -0.1085
O 2.93937 1.08347 -0.30850 0.0282 -0.0517 -0.1054
H 2.47668 2.85461 -2.11051 0.0013 0.0011 -0.0010
H 0.70732 2.59892 -1.91288 0.0058 -0.0097 0.0070
H 1.61829 1.55604 -2.99294 0.0074 -0.0021 -0.0124
I -0.51085 -0.99716 -2.94138 -0.0623 -0.1282 -0.2886
C 0.95700 -2.38471 -2.35462 -0.0379 -0.0167 0.0224
C 1.36799 -3.37340 -3.23076 0.0015 -0.0165 0.0050
C 2.35266 -4.24453 -2.79446 0.0010 -0.0046 -0.0116
C 2.87230 -4.10217 -1.51674 0.0006 -0.0055 0.0171
C 2.38725 -3.08745 -0.71434 -0.0281 0.0009 0.0970
N 1.44290 -2.24328 -1.13571 -0.0003 0.0414 -0.1007
H 0.93250 -3.45084 -4.21598 0.0018 0.0038 -0.0009
H 2.71121 -5.02716 -3.44983 -0.0059 -0.0044 0.0017
H 3.63788 -4.76602 -1.14236 -0.0006 -0.0011 0.0019
H 2.74420 -2.93446 0.29635 0.0126 0.0087 -0.0040
```
Positions in Å, forces in eV/Å.

Frontier orbital gap (spin up / spin down) (Ha): 0.254 / 0.268
<S²>: 6.01
Lowest unoccupied orbital energy (spin up / spin down) (eV): -0.119 / -1.685
Multiplicity: 5


[3]
Molecular formula: C15H15LuN3P
Method: DFT, ωB97M-V with the def2-TZVPD basis set

The geometry in XYZ format:
```
35
Properties=species:S:1:pos:R:3:forces:R:3
C -2.26431 4.22555 -0.94387 -0.6199 5.0207 -0.1116
C -3.16037 4.66798 -1.91826 -0.1812 0.0363 -0.1252
C -4.01203 3.83445 -2.66786 -0.4028 0.2672 -0.3616
C -4.07624 2.43560 -2.48870 -0.1563 0.3197 0.3758
C -3.25358 1.79242 -1.57413 -4.3186 -2.1944 -1.5559
Lu -1.64908 2.39430 -0.65543 2.1904 -4.5706 -3.0805
P -0.20965 3.07382 1.09920 3.1587 2.8635 5.1740
H -1.64760 5.01796 -0.48038 -0.4926 0.5532 -0.1404
H -3.23748 5.75153 -2.09461 -0.0518 -0.3181 -0.2089
H -4.70166 4.30382 -3.38117 0.2748 -0.1760 0.2834
H -3.47699 0.72933 -1.33558 -0.3530 0.0042 -0.4194
H -4.86930 1.88531 -3.01543 0.2738 0.2245 -0.0981
H -0.44441 2.49723 2.38214 0.2504 0.7119 -0.0813
H -0.26914 4.43748 1.51511 0.0683 -0.3503 -0.1116
H 1.21697 2.97340 1.17819 -0.4188 -0.1367 -0.0930
N 4.50410 -6.89260 1.06809 -0.3544 0.6538 -0.1167
C 3.99396 -5.86700 0.92204 0.8875 -0.9663 -0.0384
C 3.34787 -4.60452 0.78003 0.1815 0.2519 -0.9925
C 3.38906 -3.88085 -0.43064 -0.5119 0.0400 0.5824
C 2.60155 -2.73216 -0.59821 0.0505 -0.3625 0.5188
C 1.79907 -2.32823 0.46058 0.0914 -1.1717 0.0785
C 1.84246 -3.03773 1.69125 -0.7819 0.9871 -0.4787
C 2.60123 -4.15027 1.85179 0.0494 -0.1779 0.1127
N 0.88783 -1.23769 0.40249 1.1309 -0.7529 -1.9850
C 0.70866 -0.59820 1.54024 1.8945 -1.5525 3.2583
C -0.24101 0.24808 1.38531 -1.2947 2.0718 0.1348
N -0.58669 0.40520 0.08520 0.6500 -3.2760 -0.9193
C 0.07929 -0.61726 -0.52345 -0.0581 1.1786 0.7319
H 3.99505 -4.22797 -1.25070 0.0965 -0.1217 -0.0407
H 2.60794 -2.17571 -1.52745 0.0316 -0.0897 0.0225
H 1.22987 -2.77025 2.54561 -0.0750 0.1900 -0.3883
H 2.54491 -4.66402 2.80606 0.2352 -0.1655 -0.2706
H 1.24453 -0.72805 2.47672 -0.0565 -0.4388 -0.5967
H -0.52858 0.69048 2.27388 -1.4069 1.5368 0.7414
H 0.03374 -0.85142 -1.57808 0.0190 -0.0899 0.2000
```
Positions in Å, forces in eV/Å.

Frontier orbital gap (Ha): 0.148
Lowest unoccupied orbital energy (eV): -1.121
Energy relative to the best compared isomer or geometry (same formula, charge and spin) (eV): 3.362


[4]
Molecular formula: C15H15N2O2S2
Method: DFT, ωB97M-V with the def2-TZVPD basis set

The geometry in XYZ format:
```
36
Properties=species:S:1:pos:R:3:forces:R:3
C -3.55490 2.31468 1.96452 0.2247 -0.9592 0.5138
O -2.93300 1.13029 2.52225 -0.3544 0.5160 -0.2881
C -1.59968 0.93697 2.34519 0.9855 0.3392 -0.2509
C -1.06259 -0.27068 2.85828 -0.9222 0.9761 -0.0652
C 0.27438 -0.54062 2.70527 0.3350 0.1288 -0.3267
C 1.12777 0.37155 2.05423 -0.2687 -0.6624 0.1952
C 2.53396 -0.03675 1.81573 0.2864 0.4204 1.9520
C 3.51839 0.90285 1.96015 -0.1586 -0.2439 -0.2358
C 4.91837 0.63350 1.88962 2.6860 -0.5655 0.0777
N 6.08224 0.49059 1.90276 -2.5270 0.2233 -0.1138
C 3.25138 2.25130 2.36117 -0.4567 2.7952 0.7023
N 3.07465 3.35395 2.72654 0.4956 -2.5851 -0.8311
C 0.59122 1.57927 1.59207 0.6895 -0.2313 -0.3043
C -0.74883 1.87816 1.70895 -0.9895 -0.5543 0.8338
H -4.61467 2.15828 2.20757 0.3337 0.3153 -0.2104
H -3.17088 3.21845 2.45491 -0.0977 -0.1407 -0.1387
H -3.40803 2.36878 0.87753 -0.0048 -0.0197 0.2499
H -1.75365 -0.92592 3.39214 0.3087 0.0318 -0.2495
H 0.66289 -1.49580 3.04968 0.0279 0.1508 -0.0616
H 2.82132 -1.10510 1.83017 -0.3836 0.9566 -0.1598
H 1.22903 2.28107 1.05626 -0.2085 -0.2415 0.1325
H -1.12455 2.84720 1.37198 0.1098 -0.4533 -0.0091
C -0.79572 -0.63899 -4.57004 0.3736 0.4667 0.0329
C -0.29387 -1.75731 -3.65737 0.3758 0.7002 -0.2560
C -1.43752 -2.70522 -3.49624 -0.4805 -0.7934 0.3127
O 0.13552 -1.09125 -2.43757 -0.0285 -0.8054 -0.2478
C 0.90359 -1.78390 -1.53231 0.2398 -0.0325 -0.4376
S 1.69566 -0.76971 -0.44989 -0.2587 0.2839 -1.2224
S 1.09778 -3.44905 -1.59002 -0.0822 -0.0604 -0.0607
H -1.20514 -1.05818 -5.49785 0.1320 0.0992 0.1906
H -1.58898 -0.08258 -4.05398 0.0813 -0.1607 -0.1107
H -0.01107 0.08431 -4.81910 -0.0536 -0.1684 0.0378
H 0.57663 -2.27925 -4.10009 -0.3266 0.2380 0.2820
H -1.77090 -2.97575 -4.50385 -0.0930 -0.0851 0.1227
H -1.14810 -3.61147 -2.96441 -0.1003 0.1543 -0.0092
H -2.27269 -2.22369 -2.97422 0.1098 -0.0333 -0.0465
```
Positions in Å, forces in eV/Å.

Frontier orbital gap (Ha): 0.227
Lowest unoccupied orbital energy (eV): 2.267
Net charge: -1


[5]
Molecular formula: C15H15N3PYb
Method: DFT, ωB97M-V with the def2-TZVPD basis set

The geometry in XYZ format:
```
35
Properties=species:S:1:pos:R:3:forces:R:3
C -0.72499 0.72987 -5.48762 0.5377 0.5915 0.8914
C -1.28777 2.01834 -5.71402 0.8174 -0.0502 0.2250
C -0.30322 3.00094 -5.39151 0.0805 -1.1199 0.4116
C 0.85387 2.32872 -4.87859 -0.9272 -0.3895 -0.4738
C 0.61345 0.92548 -4.94046 -0.9485 0.3960 -0.0711
Yb -1.11775 -1.18469 -1.87829 -1.6547 1.0130 -1.9071
P -0.74646 -3.76901 -2.77382 0.4922 -2.1350 -1.0288
H -1.18656 -0.23286 -5.71019 0.0892 0.1987 -0.0552
H -2.30086 2.22766 -6.05374 0.2973 -0.0925 -0.0876
H -0.41882 4.07736 -5.51316 0.0306 -0.2850 0.0993
H 1.31357 0.13008 -4.67854 -0.0491 0.1992 -0.2091
H 1.76877 2.80636 -4.54486 -0.0871 -0.0723 -0.0582
H 0.59133 -3.95919 -3.29658 -0.6835 0.0094 0.2085
H -1.46925 -4.36549 -3.87786 0.4059 0.3976 0.5227
H -0.77205 -4.94530 -1.95087 0.0377 0.6086 -0.2452
N -0.75306 1.37110 8.33132 0.5251 -0.6600 -2.5390
C -0.53061 1.07905 7.21885 -0.5308 0.6225 2.4459
C -0.26918 0.71292 5.85271 0.0209 -0.0332 -0.4198
C -1.08119 1.21249 4.82317 0.0621 -0.2014 -0.2899
C -0.85776 0.81610 3.50165 -0.0104 0.0347 0.5320
C 0.21910 -0.02822 3.21174 0.0733 0.2275 0.3746
C 1.08984 -0.46234 4.21925 -0.5383 0.0948 0.2992
C 0.80224 -0.13475 5.54929 0.1805 -0.0384 -0.4166
N 0.44681 -0.41617 1.86706 0.4847 -0.4092 -0.6286
C 1.56959 -1.08747 1.36923 -0.0535 0.2592 0.1187
C 1.45572 -1.13238 0.01761 -0.8951 0.3979 0.3762
N 0.23567 -0.54760 -0.33327 1.3962 0.8557 1.9831
C -0.34525 -0.13698 0.80271 0.7696 -0.1768 -0.3931
H -1.89509 1.90232 5.05553 0.2615 -0.2887 -0.0629
H -1.52608 1.17094 2.71434 0.2867 -0.0659 0.3919
H 1.96249 -1.06830 3.97698 -0.3622 0.1216 0.2137
H 1.41622 -0.53966 6.35401 -0.1136 0.2154 -0.2448
H 2.35567 -1.44473 2.00940 -0.0281 0.0720 -0.0429
H 2.15191 -1.49226 -0.73120 -0.1905 -0.0124 0.2465
H -1.26028 0.43765 0.87973 0.2236 -0.2851 -0.1668
```
Positions in Å, forces in eV/Å.

Frontier orbital gap (spin up / spin down) (Ha): 0.140 / 0.157
<S²>: 0.75
Lowest unoccupied orbital energy (spin up / spin down) (eV): -1.236 / -1.148
Energy relative to the best compared isomer or geometry (same formula, charge and spin) (eV): 1.919
Multiplicity: 2


[6]
Molecular formula: C15H15NO6
Method: DFT, ωB97M-V with the def2-TZVPD basis set

The geometry in XYZ format:
```
37
Properties=species:S:1:pos:R:3:forces:R:3
O -0.32675 -1.19052 -1.26768 0.0907 -0.2250 -0.0420
C -0.44393 -1.90514 -0.30944 0.5741 -0.1705 -0.1738
O -1.59039 -2.35916 0.17640 -0.1303 -0.2548 0.1614
C -2.80121 -1.94480 -0.45199 -0.2673 -0.1058 -0.2381
C -2.75924 -0.57428 -1.12059 -0.2386 -0.3572 0.2195
O -3.15202 -0.41095 -2.24836 -0.0830 -0.0280 -0.0282
N -2.32152 0.48894 -0.35932 -0.0201 0.3908 -0.1633
C -2.07357 1.76427 -1.01960 -0.0071 0.1872 -0.3344
C -1.12564 2.48130 -0.06279 -0.0727 -0.0251 0.0692
C -1.52068 1.92151 1.30052 0.1821 0.1244 0.0484
C -2.06487 0.54423 0.99681 -0.0081 0.1991 0.1910
O -2.28549 -0.33694 1.78799 -0.0769 -0.1987 0.3283
C 0.71471 -2.38182 0.56955 -0.3330 0.2950 0.3100
C 0.74637 -1.49518 1.82830 -0.0083 -0.6829 0.1590
O 0.95079 -0.14891 1.47663 0.0692 0.3594 -0.3565
C 1.92762 0.03424 0.52474 0.1726 -0.0339 0.0207
C 2.43497 1.31351 0.33922 -0.0877 -0.2291 0.0564
C 3.41871 1.54229 -0.60375 -0.0023 0.0837 0.0094
C 3.91159 0.49186 -1.36077 0.0297 -0.0195 -0.0488
C 3.40795 -0.78275 -1.18827 -0.1862 -0.0806 0.1933
C 2.40835 -1.01927 -0.25459 0.0840 0.1763 0.0626
O 1.93624 -2.30323 -0.11419 0.0975 0.1299 -0.1582
H -3.55008 -1.94525 0.34509 0.1169 0.0253 -0.1664
H -3.06978 -2.67192 -1.22616 0.0734 0.2159 0.1201
H -3.02154 2.29895 -1.14194 0.1047 -0.0083 -0.0689
H -1.64590 1.57880 -2.00510 -0.0717 0.0613 0.0700
H -0.09617 2.20642 -0.29286 -0.0132 0.0113 -0.0270
H -1.22398 3.56283 -0.12293 0.0382 0.0071 -0.0374
H -2.31791 2.50387 1.76857 -0.0365 -0.0283 0.0174
H -0.69336 1.84494 2.00328 -0.0884 -0.0507 0.0397
H 0.56121 -3.42889 0.84240 -0.0153 0.1635 -0.0008
H 1.56096 -1.84423 2.47799 -0.1023 0.0375 -0.0935
H -0.20573 -1.53826 2.36032 0.1229 -0.0413 -0.0655
H 2.05297 2.11227 0.95595 -0.0530 0.0889 0.0949
H 3.80519 2.54042 -0.74014 0.0409 0.0891 -0.0086
H 4.68556 0.66616 -2.09180 0.0712 0.0082 -0.0702
H 3.76659 -1.61529 -1.77149 0.0338 -0.1143 -0.0896
```
Positions in Å, forces in eV/Å.

SMILES: O=C(OCC(=O)N1CCCC1=O)[C@@H]1COc2ccccc2O1
Frontier orbital gap (Ha): 0.341
Lowest unoccupied orbital energy (eV): 0.778
Energy relative to the best compared isomer or geometry (same formula, charge and spin) (eV): 0.000